No. 1
3 unconnected molecules or ions with the total composition C14H42BN6O7P2S at a distorted geometry, computed with ωB97M-V with the def2-TZVPD basis set.

```
! wB97M-V def2-TZVPD RIJCOSX def2/J DEFGRID3
* xyz -1 1
H -4.720 0.437 2.186
H 4.087 -2.094 -0.575
O -5.282 -0.810 -5.365
N 4.964 -0.784 3.547
H 2.864 2.213 1.754
H -4.730 -2.985 2.240
H 5.819 -2.705 3.781
N 4.931 -1.652 1.327
C 4.230 -2.556 0.408
H 4.912 -2.117 5.195
H -4.182 2.463 -0.365
H -2.367 0.802 -4.012
C 6.292 -1.483 0.862
H -5.756 -0.968 2.374
C -3.803 -2.444 2.026
S -5.888 0.556 -5.781
C -2.189 0.714 -5.190
H -5.782 -0.110 0.864
C 4.940 -2.135 4.101
C -0.381 -1.325 0.864
H -2.766 -0.190 -5.670
H -5.148 -0.551 -1.743
N -3.777 0.409 -0.464
H 4.045 -2.675 3.776
H 6.338 -0.897 -0.061
H -2.543 2.064 -0.937
P -2.863 -0.984 -0.132
N -1.719 -0.781 1.122
H 5.984 2.552 1.478
H 6.343 -0.362 5.101
H 6.889 0.102 3.499
H -2.550 0.660 2.430
H 6.434 0.964 1.007
H 3.232 1.898 3.457
B -4.761 2.040 -5.351
H -1.873 2.996 -5.381
H -5.168 1.201 -1.886
H 4.781 -3.493 0.266
O -3.785 2.423 -6.390
O -4.955 2.696 -4.042
C -2.399 2.123 -6.000
H -3.832 0.268 -2.597
H 0.158 -1.531 1.796
H -1.031 0.442 -5.292
O -7.371 0.719 -4.955
H 6.932 -1.027 1.617
C -3.345 1.774 -0.248
C 5.561 1.606 1.137
H -1.127 1.214 1.506
H -0.970 0.114 2.876
C -5.106 -0.437 1.666
O -1.833 -0.716 -1.257
H -0.444 -2.278 0.327
N -4.046 -1.293 1.161
C -1.592 0.359 2.006
C 6.009 0.035 4.134
P 3.962 -0.480 2.107
C 3.680 2.133 2.488
H 5.080 1.760 0.164
H 0.224 -0.632 0.268
H -4.205 3.335 -3.857
H -3.131 -3.160 1.543
H 4.155 3.112 2.583
H -3.350 -2.134 2.973
H -3.013 1.941 0.778
H 6.760 -2.454 0.654
H 5.651 1.049 4.363
O 3.090 -0.216 0.855
H -1.761 2.027 -7.004
N 4.640 1.078 2.120
O -6.180 0.674 -7.303
C -4.514 0.339 -1.737
H 3.248 -2.833 0.808
*
```

## Properties
orbital gap: 4.5 eV
ΔE to the lowest compared entry with this formula, charge and spin: 67.56 kcal per mole



No. 2
A molecular structure, C35H51HfNP2 at a distorted geometry, computed with ωB97M-V with the def2-TZVPD basis set.

```
! wB97M-V def2-TZVPD RIJCOSX def2/J DEFGRID3
* xyz 2 1
C 4.094 -0.677 0.814
C 0.584 -3.017 3.641
C 2.821 2.002 -0.967
H 0.316 -4.108 1.555
C 0.065 5.165 -1.230
C -1.740 3.560 -0.501
H -2.435 -2.982 1.361
H 1.092 5.138 -3.153
H 3.088 1.317 3.629
H 2.615 -3.760 0.549
H 1.806 2.221 2.806
H -3.423 1.784 -0.136
P -1.393 1.323 1.063
C -4.130 -2.486 0.103
H -1.724 3.495 2.175
C -1.076 2.620 2.320
H 3.123 1.836 0.076
C -0.432 -5.530 -1.943
H 3.711 1.961 -1.615
H -0.177 -7.488 -1.070
N -0.428 -2.225 -0.220
C -1.824 -1.959 -0.450
H -0.661 -3.470 -2.555
H 1.409 0.935 -3.973
C 2.339 -2.148 1.921
H 2.072 4.690 -1.786
H 4.417 0.370 0.793
H 2.362 2.998 -1.012
C -1.609 3.515 -3.061
H 3.332 1.863 1.969
H 1.130 -3.973 3.630
H -3.327 0.070 0.292
H -5.594 -1.927 -1.401
C -3.600 -1.395 -2.005
P 1.631 0.749 -1.542
H -0.434 -3.197 3.251
C 0.134 -5.881 0.347
H -0.726 5.716 -1.767
H 0.186 2.402 -0.635
H -1.253 2.204 3.325
C -0.439 1.464 -0.610
C -2.238 -1.416 -1.691
H -0.025 2.943 2.292
H -3.900 -0.973 -2.961
H 0.472 -2.706 4.693
C 0.807 3.110 -2.600
C 1.275 -1.974 2.843
H -1.114 1.213 -1.455
C 2.983 -3.424 1.532
H 4.875 -1.246 1.350
H 0.346 1.057 4.216
H -0.673 -5.917 -2.936
C -0.417 2.637 -2.877
C -2.782 -2.508 0.432
Hf 0.440 -0.234 0.383
C -0.417 -4.148 -1.737
C 0.121 -4.505 0.572
H 4.072 -1.051 -0.223
C 1.693 0.157 -3.251
C 1.995 0.159 2.175
H -3.110 4.486 -1.807
H -2.418 3.526 0.342
H 4.075 -3.309 1.454
H -3.776 1.247 1.550
H 2.714 -0.215 -3.447
C 2.580 1.458 2.655
H -4.872 -2.904 0.770
H 0.584 5.927 -0.621
C 1.069 4.558 -2.215
H -2.212 3.133 -3.900
C 2.777 -0.869 1.484
C -4.541 -1.931 -1.127
H -0.842 -0.252 3.986
H -0.024 4.105 0.640
H -1.473 -1.093 -2.387
H -3.216 2.744 -1.862
H 2.771 -4.223 2.258
H -0.577 1.617 -3.208
C -0.520 4.140 -0.309
C -3.154 1.089 0.660
H 0.372 -6.560 1.176
H 1.682 2.674 -3.094
C -2.488 3.569 -1.804
C -0.160 -6.401 -0.899
H 0.999 -0.702 -3.353
C -0.147 -3.587 -0.474
H 0.547 -0.485 5.066
C 0.229 -0.030 4.111
H -1.299 4.526 -3.364
C 1.019 -0.588 2.979
*
```

## Properties
orbital gap: 4.9 eV
ΔE to the lowest compared entry with this formula, charge and spin: 0.00 kcal per mole



No. 3
A single C19H22ClN3O4 molecule, computed with ωB97M-V with the def2-TZVPD basis set.

```
! wB97M-V def2-TZVPD RIJCOSX def2/J DEFGRID3
* xyz 0 1
H -3.652 2.504 0.432
H -7.916 2.446 0.468
H 5.669 -0.233 -1.466
H 6.650 3.613 0.553
C -4.528 0.570 0.058
C -4.566 1.939 0.345
H 4.918 3.730 0.951
C -3.144 -1.104 -1.095
C -2.088 0.442 0.374
C -6.976 1.932 0.358
H 1.114 -0.598 -1.390
O 3.468 0.528 -1.316
O 5.342 -0.868 0.504
C 5.639 3.449 0.181
H -2.255 1.119 1.212
C 3.529 -2.168 1.041
C 6.534 1.194 -0.071
H -2.057 -2.933 -1.419
O 7.656 1.478 0.293
Cl -8.426 -0.297 -0.094
H 4.639 1.729 -0.564
H -0.130 -3.101 1.090
C -2.222 -2.219 -0.609
H 0.017 -3.417 -0.651
C 6.153 -0.241 -0.488
N 5.508 2.052 -0.144
O 2.255 -2.589 1.004
H -1.593 -1.163 1.727
C 3.149 -0.462 -0.657
H -5.774 -1.165 -0.258
C -1.154 -0.676 0.838
H -0.190 -0.246 1.116
N -0.948 -1.634 -0.233
H -4.096 -1.522 -1.416
H -2.696 -2.744 0.237
H -5.772 3.656 0.712
H -1.607 0.992 -0.449
C -6.940 0.577 0.074
H 4.128 -2.690 1.771
C 1.823 -1.031 -0.705
C -5.771 2.598 0.496
C 0.049 -2.628 0.108
N -3.344 -0.138 -0.038
H 5.474 4.067 -0.703
C 1.430 -2.034 0.111
C -5.749 -0.104 -0.070
H 7.074 -0.830 -0.534
H -2.668 -0.617 -1.961
C 4.043 -1.166 0.278
*
```

## Properties
SMILES: CNC(=O)COc1coc(CN2CCN(c3cccc(Cl)c3)CC2)cc1=O
orbital gap: 8.5 eV
ΔE to the lowest compared entry with this formula, charge and spin: 33.21 kcal per mole



No. 4
3 unconnected molecules or ions with the total composition C31H54F13N3O8P2S at a distorted geometry, computed with ωB97M-V with the def2-TZVPD basis set.

```
! wB97M-V def2-TZVPD RIJCOSX def2/J DEFGRID3
* xyz 0 3
C -2.660 4.263 -5.696
H -2.983 2.288 -6.587
H 6.637 3.455 2.230
H 0.285 5.271 -4.394
C -0.059 2.671 1.853
H -2.287 -7.605 2.201
H 0.157 -5.681 -1.443
C 0.249 4.574 -5.237
H -5.028 -5.588 0.550
C 4.164 3.157 1.942
F 1.506 -3.848 3.789
F -0.245 -2.133 0.914
C -1.904 5.517 -6.135
H 0.131 3.531 -2.721
C -4.045 -6.053 0.637
H -0.250 1.858 2.539
H 0.280 4.454 2.941
O 4.006 0.676 3.468
C 0.942 2.788 4.920
O 5.940 3.389 0.052
H -4.603 5.107 -6.027
C -4.047 4.660 -5.204
H 2.859 3.554 6.598
C -2.262 -8.475 1.550
H -0.842 1.308 -5.610
H 3.611 2.261 1.676
H -1.241 -8.859 1.532
O 6.219 1.850 4.137
H -1.579 -5.735 1.918
H -2.390 5.930 -7.021
H 0.074 6.222 -6.611
H -0.368 -4.826 1.070
O 6.071 1.399 1.460
H 3.118 1.962 7.246
C -2.913 -9.567 -0.534
H -3.367 -9.503 -1.521
C -0.471 3.298 -4.803
F 1.718 -3.910 1.339
H -0.675 -4.179 -1.026
H 3.748 3.976 1.372
C 4.088 3.346 3.470
C -1.662 -5.933 -0.285
O 2.863 3.858 3.922
N -1.782 -7.378 -0.641
C -0.423 5.269 -6.421
H 1.566 4.159 1.830
H -0.301 4.674 -7.331
H -1.985 6.278 -5.353
H -3.443 -5.162 -1.218
H -4.602 3.791 -4.848
H 4.632 -0.038 3.337
H -2.088 3.384 -7.646
C -0.913 -5.761 1.056
F -0.366 2.764 -0.459
H -0.457 2.487 -6.865
C 0.139 2.782 -3.506
S 5.816 2.815 1.360
H -2.922 -4.261 0.192
O -1.971 -7.517 -1.910
C 0.213 0.647 0.264
H 4.835 4.094 3.729
H 1.179 2.502 -3.678
H -1.945 -10.059 -0.634
N -1.269 4.507 4.951
H -3.804 3.589 -7.426
H -3.553 -10.196 0.083
C -2.884 3.326 -6.906
H 0.029 4.173 6.991
F 3.198 -2.347 1.661
F 0.279 -2.059 3.475
H 1.657 2.789 7.691
C -3.039 -5.272 -0.207
H -1.349 5.386 4.460
F 0.288 0.384 -1.063
C 0.891 3.669 2.517
H 6.418 1.351 3.331
C -4.127 -7.507 0.173
C 1.725 3.051 3.644
O 1.757 1.992 5.772
P 0.160 4.319 5.602
F 1.455 -2.057 -0.437
H 1.012 5.395 5.296
H 0.807 1.884 -5.829
H 1.284 4.332 -5.483
C 2.354 2.632 6.875
H -0.393 1.902 -3.145
N -1.928 3.550 -4.607
P 4.602 1.829 4.475
H 0.094 2.169 4.645
H -1.012 3.153 1.703
F 2.468 0.045 0.487
F 2.393 -1.861 3.972
C 0.415 2.176 0.493
C -0.823 -5.213 -1.334
C 1.894 -2.639 1.769
C -2.766 -8.200 0.122
H -4.005 5.392 -4.400
O -2.136 4.127 -3.471
H -1.306 -5.199 -2.309
F -1.046 0.352 0.682
H -2.892 -9.229 2.022
H -4.790 -8.072 0.832
F 1.686 2.530 0.205
H -4.583 -7.534 -0.821
C -0.240 2.187 -5.843
H -0.185 -6.557 1.208
H 2.033 2.064 3.303
C 1.490 -2.598 3.291
H -3.778 -6.005 1.697
C 1.242 -0.235 0.994
F 1.270 0.092 2.308
C 1.040 -1.764 0.819
*
```

## Properties
orbital gap (alpha / beta): 8.6 / 9.2 eV
⟨S²⟩: 2.0082



No. 5
2 unconnected molecules or ions with the total composition C3H8O2 at a distorted geometry, computed with ωB97M-V with the def2-TZVPD basis set.

```
! wB97M-V def2-TZVPD RIJCOSX def2/J DEFGRID3
* xyz 0 1
H -1.608 -0.498 -0.841
H 6.033 -1.469 -4.022
H -0.454 0.985 1.805
H -1.839 0.664 3.939
H 5.457 -1.522 -2.725
C -1.472 0.651 1.985
O 6.063 -2.079 -3.272
O -1.827 0.075 3.177
C -1.677 0.529 -0.477
H -2.446 1.023 -1.082
H -0.737 1.060 -0.571
C -2.260 0.490 0.912
H -3.234 0.089 1.172
*
```

## Properties
SMILES: C/C=C/O.O
orbital gap: 9.9 eV
ΔE to the lowest compared entry with this formula, charge and spin: 40.19 kcal per mole



No. 6
4 unconnected molecules or ions with the total composition C5H18NO4S at a distorted geometry, computed with ωB97M-V with the def2-TZVPD basis set.

```
! wB97M-V def2-TZVPD RIJCOSX def2/J DEFGRID3
* xyz 1 1
O 2.651 -0.780 1.314
S -2.470 0.406 -1.212
N 1.009 1.054 -0.933
H 1.357 1.760 -1.519
H -0.707 0.867 3.502
H 0.137 1.053 -0.432
H 3.515 -0.453 1.633
H -0.906 -1.224 0.152
H -4.165 -0.531 0.327
C -0.166 -1.158 -1.798
H 1.856 -1.050 -0.857
C 1.170 -0.446 -1.514
H -0.540 -0.956 -2.805
O 1.012 2.031 2.278
H -1.649 0.000 2.718
C -3.535 0.411 0.311
H 2.690 -1.704 1.501
H 1.652 1.090 -0.179
H -4.306 1.000 0.031
H 1.811 1.465 2.695
C 1.983 -0.357 -2.899
H 0.901 2.691 3.024
H 2.322 -1.368 -3.046
H -2.127 -2.005 -0.823
H -2.994 0.754 1.239
H 0.007 -2.222 -1.967
O 2.077 0.702 -3.435
C -1.379 -1.134 -0.817
O -1.204 0.104 3.514
*
```

## Properties
orbital gap: 9.2 eV



No. 7
A molecular structure, C11H29Cl2CoN2OP2S at a distorted geometry, computed with ωB97M-V with the def2-TZVPD basis set.

```
! wB97M-V def2-TZVPD RIJCOSX def2/J DEFGRID3
* xyz 2 5
P 2.349 0.096 -1.068
C -3.218 -0.066 0.719
C 2.302 -1.394 -2.128
H -0.488 4.781 -3.883
H 1.542 -1.246 -2.906
H -3.013 -1.094 1.043
C -1.553 -4.392 0.879
H -2.309 -2.824 -0.318
H 3.414 2.209 -1.624
H -0.459 -2.932 2.926
C -1.684 0.967 2.907
H -1.291 -0.014 3.207
S -0.562 -0.983 -0.979
N -1.624 -2.995 0.424
H 2.027 -2.282 -1.546
H -3.519 2.770 1.185
C -0.350 3.138 -2.484
H 1.221 -1.562 1.037
H -0.572 -4.832 0.645
N 0.516 -2.300 1.116
Co 0.249 0.791 -0.095
H -3.388 -0.069 -0.365
Cl 1.393 1.095 1.797
H -2.334 -4.958 0.359
H -2.634 2.792 -0.368
H 3.729 0.978 -2.882
C -0.537 -2.194 0.291
H -2.666 1.122 3.376
H 2.145 1.786 -2.799
Cl 0.451 2.878 -0.807
O -0.928 2.227 -3.006
H 0.927 4.789 -2.762
H 1.244 -2.504 3.034
H 0.794 -4.051 2.275
H 4.673 -0.454 -0.545
H 3.282 -1.551 -2.593
C -0.143 4.556 -2.864
C 3.772 -0.222 0.042
H -0.701 5.184 -2.151
C -2.530 2.675 0.718
H -0.980 1.733 3.251
H 3.562 -1.066 0.710
H 3.949 0.660 0.666
C 0.504 -2.998 2.400
C 2.972 1.388 -2.201
H -1.733 -4.452 1.963
H -4.116 0.312 1.225
H -1.871 3.464 1.097
P -1.811 1.043 1.082
*
```

## Properties
orbital gap (alpha / beta): 7.9 / 5.4 eV
⟨S²⟩: 6.0278



No. 8
2 unconnected molecules or ions with the total composition C12H17N at a distorted geometry, computed with ωB97M-V with the def2-TZVPD basis set.

```
! wB97M-V def2-TZVPD RIJCOSX def2/J DEFGRID3
* xyz 0 1
C 3.020 -0.945 0.416
H -0.110 1.555 3.855
C 1.560 -1.135 0.375
C -0.621 -0.989 1.133
H 0.414 1.552 -0.453
C -1.485 0.909 -3.255
H 0.626 0.664 -2.610
H -1.287 -2.532 -0.177
C -0.450 1.681 -1.055
H 3.141 0.050 0.186
H -1.344 1.411 -0.488
N -0.529 -2.025 0.181
C 0.776 -2.068 -0.296
C -0.274 0.966 3.006
H 1.674 1.337 2.125
H 3.606 -1.103 1.283
H 0.974 -2.828 -1.096
H -2.658 -0.817 1.457
H -1.502 1.983 -3.675
C 0.810 0.702 2.095
H -2.376 0.376 -2.846
H 3.502 -1.586 -0.241
H -0.371 -0.580 -1.880
H -1.296 0.251 -4.131
C -1.555 0.384 2.873
C -0.368 0.525 -2.254
C 0.677 -0.392 1.237
H -0.491 2.669 -1.324
H -2.331 0.558 3.640
C -1.732 -0.576 1.917
*
```

## Properties
SMILES: Cc1c[nH]c2ccccc12.CCC
orbital gap: 8.7 eV
ΔE to the lowest compared entry with this formula, charge and spin: 53.98 kcal per mole



No. 9
3 unconnected molecules or ions with the total composition C4H13NO2 at a distorted geometry, computed with ωB97M-V with the def2-TZVPD basis set.

```
! wB97M-V def2-TZVPD RIJCOSX def2/J DEFGRID3
* xyz 1 2
H 0.821 1.886 -2.594
N 0.097 0.953 -0.935
H 1.587 -2.651 1.339
H -1.236 2.895 1.846
C 0.565 -0.395 -1.108
C 1.019 -2.449 0.439
O -2.098 -1.312 1.312
H -0.363 -0.932 -1.418
H -1.580 3.091 0.533
C 0.391 1.979 -1.589
H 2.098 -0.622 0.427
H -2.838 -0.744 1.490
H -0.075 2.953 -1.416
H 0.510 -0.440 1.079
H -0.026 -2.723 0.587
H 1.431 -2.914 -0.452
H -1.449 -0.648 1.054
H 1.148 -0.614 -2.018
C 1.047 -0.889 0.251
O -1.052 3.575 1.172
*
```

## Properties
orbital gap (alpha / beta): 9.7 / 6.0 eV
ΔE to the lowest compared entry with this formula, charge and spin: 72.15 kcal per mole
⟨S²⟩: 0.7611



No. 10
2 unconnected molecules or ions with the total composition C3H5NO2, computed with ωB97M-V with the def2-TZVPD basis set.

```
! wB97M-V def2-TZVPD RIJCOSX def2/J DEFGRID3
* xyz 0 1
C 1.423 0.081 -0.140
H -1.287 1.609 -0.369
H -0.970 1.645 0.455
C -0.697 0.566 -0.846
H -1.549 -0.579 0.814
H 0.966 -1.454 1.119
O 2.616 0.164 -0.127
H -0.941 -1.528 -0.567
C -0.758 -0.647 0.066
O 0.622 0.802 -1.039
N 0.575 -0.660 0.636
*
```

## Properties
orbital gap: 9.4 eV
ΔE to the lowest compared entry with this formula, charge and spin: 95.74 kcal per mole



no.,E (hartree)
1,-2519.3829
2,-2148.9586
3,-1662.6120
4,-4358.7751
5,-269.5308
6,-954.8818
7,-4004.7811
8,-522.1343
9,-365.0320
10,-322.4218